(1)
{"formula": "C29H46BN4O15S2", "method": "ωB97M-V/def2-TZVPD", "orbital_gap_ev": 9.7, "charge": -1, "symbols": ["O", "C", "O", "B", "O", "C", "O", "O", "C", "O", "C", "O", "O", "C", "C", "O", "C", "H", "H", "H", "H", "H", "H", "C", "C", "O", "C", "H", "H", "H", "H", "H", "H", "C", "C", "O", "C", "H", "H", "H", "H", "H", "H", "C", "C", "N", "H", "H", "H", "C", "C", "N", "H", "H", "H", "C", "C", "N", "H", "H", "H", "C", "C", "N", "H", "H", "H", "C", "C", "C", "S", "O", "O", "C", "H", "H", "H", "H", "H", "H", "H", "H", "C", "C", "C", "S", "O", "O", "C", "H", "H", "H", "H", "H", "H", "H", "H"], "coordinates": [[-3.360, -1.043, 0.043], [-2.439, -0.292, -0.085], [-1.272, -0.366, 0.554], [-0.324, 0.590, -0.055], [-1.125, 1.362, -1.015], [-2.337, 0.871, -1.090], [-3.206, 1.173, -1.864], [0.796, -0.099, -0.711], [1.910, 0.134, -0.037], [2.967, -0.416, -0.157], [1.560, 1.075, 1.121], [0.296, 1.414, 1.025], [2.335, 1.382, 1.988], [-5.101, 5.595, -0.623], [-4.029, 4.831, -1.394], [-4.138, 4.622, -2.577], [-2.866, 4.225, -0.610], [-5.496, 4.931, 0.147], [-5.783, 6.033, -1.343], [-4.582, 6.365, -0.041], [-2.406, 3.631, -1.399], [-3.251, 3.623, 0.208], [-2.142, 4.992, -0.340], [6.541, 2.019, 3.022], [6.322, 0.524, 3.126], [6.944, -0.104, 3.957], [5.325, -0.149, 2.208], [6.291, 2.396, 4.013], [5.995, 2.481, 2.203], [7.597, 2.216, 2.829], [4.644, 0.611, 1.827], [4.662, -0.774, 2.807], [5.863, -0.688, 1.434], [-1.296, 2.499, -5.132], [-0.472, 1.241, -5.305], [-0.576, 0.564, -6.304], [0.281, 0.753, -4.094], [-1.636, 2.897, -6.088], [-0.748, 3.293, -4.626], [-2.184, 2.176, -4.584], [-0.351, 0.815, -3.206], [1.243, 1.235, -3.938], [0.409, -0.330, -4.171], [-6.667, 2.148, -1.680], [-8.039, 2.331, -2.155], [-9.126, 2.461, -2.499], [-6.266, 3.017, -1.176], [-5.998, 1.794, -2.462], [-6.773, 1.280, -1.021], [-6.172, -2.580, 0.686], [-6.287, -2.219, 2.102], [-6.380, -1.955, 3.215], [-5.229, -3.096, 0.529], [-6.151, -1.666, 0.096], [-7.037, -3.177, 0.409], [-4.140, -0.384, -4.761], [-5.557, -0.613, -5.011], [-6.680, -0.773, -5.186], [-3.948, -0.271, -3.695], [-3.848, 0.482, -5.355], [-3.505, -1.202, -5.103], [1.886, -3.013, 2.126], [0.940, -3.612, 1.189], [0.245, -4.149, 0.449], [2.107, -3.773, 2.871], [1.488, -2.137, 2.631], [2.746, -2.704, 1.529], [3.950, -3.994, -1.184], [5.373, -3.507, -1.537], [5.436, -3.247, -3.051], [3.763, -3.302, -3.700], [3.577, -4.563, -4.379], [3.460, -2.056, -4.367], [2.965, -3.309, -2.114], [3.648, -3.896, -0.142], [3.911, -5.079, -1.339], [6.094, -4.250, -1.208], [5.539, -2.559, -1.023], [6.022, -3.984, -3.596], [5.804, -2.255, -3.306], [1.998, -3.807, -2.117], [2.846, -2.256, -1.850], [2.481, 0.727, 5.455], [1.054, 1.030, 5.954], [0.209, -0.157, 5.540], [1.220, -1.580, 5.978], [0.954, -2.698, 5.099], [1.130, -1.747, 7.408], [2.812, -0.749, 5.558], [3.196, 1.304, 6.046], [2.535, 1.125, 4.441], [0.660, 1.972, 5.578], [1.063, 1.149, 7.042], [0.046, -0.168, 4.457], [-0.783, -0.287, 5.972], [3.081, -1.224, 4.614], [3.488, -1.127, 6.323]], "lowdin_charge": [0.157, -0.367, 0.229, -0.871, 0.215, -0.399, 0.126, 0.238, -0.378, 0.139, -0.391, 0.240, 0.126, -0.027, -0.506, 0.064, -0.010, 0.078, 0.082, 0.081, 0.064, 0.090, 0.088, -0.019, -0.491, 0.045, -0.012, 0.086, 0.074, 0.082, 0.049, 0.071, 0.089, -0.019, -0.494, 0.055, -0.005, 0.080, 0.082, 0.074, 0.061, 0.094, 0.090, -0.051, -0.280, 0.116, 0.055, 0.075, 0.083, -0.072, -0.288, 0.111, 0.079, 0.069, 0.078, -0.064, -0.286, 0.118, 0.060, 0.078, 0.088, -0.064, -0.273, 0.141, 0.085, 0.063, 0.061, -0.218, -0.191, -0.220, 0.662, -0.324, -0.333, -0.235, 0.090, 0.118, 0.108, 0.105, 0.099, 0.097, 0.110, 0.087, -0.210, -0.218, -0.228, 0.677, -0.337, -0.322, -0.191, 0.114, 0.091, 0.116, 0.113, 0.108, 0.111, 0.077, 0.104]}



(2)
{"formula": "C30H43Cl3CoN5O3Si", "method": "ωB97M-V/def2-TZVPD", "orbital_gap_ev": [8.3, 6.9], "multiplicity": 5, "symbols": ["C", "C", "H", "H", "H", "C", "C", "H", "H", "H", "H", "Co", "Cl", "Cl", "C", "O", "N", "C", "C", "H", "H", "H", "H", "H", "H", "H", "H", "H", "C", "C", "N", "H", "C", "O", "H", "H", "H", "H", "O", "C", "C", "C", "H", "C", "H", "C", "H", "C", "C", "H", "H", "H", "Si", "Cl", "C", "C", "C", "H", "H", "H", "H", "H", "H", "H", "H", "H", "N", "C", "C", "C", "C", "C", "C", "C", "N", "C", "C", "N", "C", "H", "H", "H", "H", "H", "H", "H"], "coordinates": [[-5.451, 4.902, 3.151], [-6.783, 4.816, 2.460], [-5.130, 5.947, 3.221], [-4.704, 4.339, 2.569], [-5.495, 4.475, 4.172], [-7.677, 5.830, 2.405], [-7.509, 7.166, 3.041], [-8.628, 5.672, 1.885], [-6.513, 7.612, 2.872], [-7.683, 7.137, 4.133], [-8.250, 7.853, 2.612], [-0.628, 0.100, 0.514], [-0.309, -1.565, 1.897], [-1.990, 1.130, 1.935], [-2.793, -1.233, -0.287], [-1.937, -0.426, -0.785], [-3.821, -1.658, -0.997], [-3.894, -1.188, -2.370], [-4.941, -2.425, -0.421], [-2.664, -1.548, 0.743], [-2.887, -0.938, -2.709], [-4.511, -0.285, -2.455], [-4.316, -1.967, -2.999], [-4.608, -2.853, 0.543], [-5.196, -3.228, -1.132], [-5.811, -1.756, -0.255], [0.700, 4.446, 0.765], [-1.487, 3.791, -0.219], [1.141, 4.617, -0.224], [-1.091, 4.208, -1.153], [0.332, 3.965, -1.252], [2.153, 4.208, -0.231], [0.739, 2.813, -1.879], [0.017, 2.104, -2.581], [-1.587, 3.746, -2.007], [1.808, 2.560, -1.702], [1.170, 5.692, -0.427], [-1.251, 5.289, -1.144], [-6.026, 3.263, 0.814], [-7.043, 3.467, 1.791], [-8.979, 3.907, 0.174], [-8.475, 3.279, 1.315], [-8.310, 4.477, -0.475], [-10.354, 3.843, -0.082], [-6.857, 2.745, 2.603], [-9.312, 2.511, 2.144], [-10.751, 4.372, -0.950], [-11.211, 3.175, 0.792], [-10.687, 2.491, 1.897], [-8.860, 2.009, 3.002], [-12.289, 3.211, 0.630], [-11.336, 1.979, 2.605], [-5.667, 2.290, -0.521], [0.860, 1.784, 0.729], [-5.981, 3.283, -2.070], [-6.741, 0.771, -0.477], [-3.869, 1.963, -0.397], [-7.034, 3.575, -2.173], [-5.704, 2.669, -2.941], [-5.371, 4.199, -2.067], [-3.335, 2.869, -0.088], [-3.365, 1.558, -1.291], [-3.771, 1.231, 0.417], [-7.808, 1.035, -0.480], [-6.563, 0.166, 0.422], [-6.558, 0.151, -1.367], [8.514, -5.274, -0.806], [7.493, -4.707, -0.880], [6.233, -4.014, -0.963], [5.697, -3.700, -2.216], [4.494, -3.001, -2.306], [3.812, -2.631, -1.139], [4.321, -2.969, 0.126], [5.541, -3.660, 0.207], [2.615, -1.886, -1.238], [2.073, -1.389, -2.432], [0.924, -0.712, -2.088], [0.754, -0.773, -0.703], [1.801, -1.478, -0.225], [6.214, -3.998, -3.130], [4.088, -2.746, -3.281], [3.790, -2.695, 1.036], [5.966, -3.928, 1.180], [2.567, -1.508, -3.388], [0.247, -0.213, -2.758], [1.940, -1.730, 0.821]], "mulliken_spin": [-0.003, 0.001, 0.000, 0.003, 0.000, 0.000, 0.000, 0.000, 0.000, 0.000, 0.000, 3.056, 0.244, 0.237, -0.014, 0.091, 0.007, 0.009, -0.001, 0.009, -0.003, -0.001, 0.000, 0.000, 0.000, 0.000, -0.003, 0.002, 0.006, -0.003, 0.004, -0.002, -0.002, 0.000, 0.001, 0.000, 0.001, 0.001, -0.001, 0.000, 0.000, 0.000, 0.000, 0.000, 0.000, 0.000, 0.000, 0.000, 0.000, 0.000, 0.000, 0.000, 0.000, 0.281, 0.000, -0.001, 0.007, 0.000, 0.000, 0.000, -0.001, -0.002, 0.002, 0.000, 0.000, 0.000, 0.000, 0.000, 0.000, 0.000, 0.001, -0.001, 0.000, 0.000, 0.002, 0.000, -0.002, 0.070, -0.001, 0.000, 0.000, 0.000, 0.000, 0.001, -0.001, 0.003]}



(3)
{"formula": "CH3N3O2Si", "method": "ωB97M-V/def2-TZVPD", "de_lowest_kcal_mol": 43.40, "orbital_gap_ev": [7.8, 7.8], "symbols": ["C", "N", "N", "N", "O", "O", "Si", "H", "H", "H"], "coordinates": [[0.182, -1.731, -0.361], [0.412, -2.807, -0.702], [-1.595, 0.810, -0.086], [1.591, 0.616, -0.092], [2.365, 0.858, 0.807], [1.629, 1.134, -1.193], [-0.561, -0.350, 0.578], [-2.138, 0.420, -0.909], [-1.384, 1.768, -0.022], [-0.501, -0.717, 1.981]], "nbo_charge": [-0.217, -0.229, -1.305, 0.328, -0.416, -0.422, 1.531, 0.435, 0.438, -0.142]}



(4)
{"formula": "C4H10N2", "method": "ωB97M-V/def2-TZVPD", "de_lowest_kcal_mol": 62.42, "smiles": "C=NC.C=NC", "orbital_gap_ev": 10.6, "symbols": ["C", "C", "N", "H", "H", "H", "H", "H", "C", "C", "N", "H", "H", "H", "H", "H"], "coordinates": [[-4.049, 0.818, 2.132], [-3.956, 3.134, 2.630], [-4.549, 2.039, 2.701], [-4.486, -0.032, 2.652], [-4.534, 0.767, 1.154], [-2.972, 0.772, 1.942], [-4.432, 4.066, 2.925], [-2.972, 3.320, 2.179], [4.906, -1.390, -2.071], [2.887, -2.463, -2.466], [3.689, -2.089, -1.576], [5.221, -0.727, -1.266], [5.691, -2.077, -2.356], [4.496, -0.718, -2.813], [1.906, -2.868, -2.238], [3.153, -2.552, -3.530]], "nbo_charge": [-0.449, -0.056, -0.388, 0.211, 0.210, 0.180, 0.165, 0.127, -0.458, -0.062, -0.382, 0.205, 0.207, 0.192, 0.168, 0.130]}



Here are the calculated E_tot numbers, same order: -89845.48180 -128475.53856 -17524.73777 -7287.91267 (eV).